Record 1
ORCA calculation (wB97M-V/def2-TZVPD) on 10 unconnected molecules or ions with the total composition C4H30N2O10 in a non-equilibrium geometry.

Positions of all 46 atoms, in Å:
N (-1.47902, 1.58047, -0.44120)
C (-0.41816, 2.61841, -0.30300)
C (0.88143, 2.02979, 0.21774)
C (2.05884, 1.67510, -0.68067)
N (3.00557, 1.08450, 0.27426)
C (3.92803, 0.08593, -0.13167)
O (3.27704, -1.21101, 0.02414)
H (-1.36937, 0.87668, 0.27487)
H (-1.39882, 1.13636, -1.34600)
H (-0.87585, 3.37537, 0.33138)
H (-0.26725, 3.06132, -1.28655)
H (0.77840, 1.21951, 0.93434)
H (1.24178, 2.81673, 0.89598)
H (1.78678, 1.08375, -1.55927)
H (2.59582, 2.54545, -1.05756)
H (2.65030, 0.91730, 1.19948)
H (4.08202, 0.12522, -1.20359)
H (4.83722, 0.09928, 0.46615)
H (2.55587, -1.07745, 0.65427)
O (-0.72362, -3.16488, 0.64372)
H (-0.38341, -2.36530, 0.22039)
H (-0.16459, -3.82727, 0.22657)
O (0.90998, -0.70921, 2.12153)
H (0.45686, -1.55673, 2.08300)
H (0.33471, -0.03949, 2.51510)
O (-3.21263, 2.21591, 2.05563)
H (-2.69810, 1.93408, 1.27999)
H (-3.84068, 1.51949, 2.26415)
O (-0.51540, 2.13027, 2.91520)
H (-1.45335, 2.35913, 3.04556)
H (-0.10101, 2.97257, 3.14308)
O (-0.23017, 1.15526, -3.44254)
H (-0.31715, 1.44479, -4.34864)
H (-0.51260, 0.25155, -3.24762)
O (0.95478, -2.57168, -1.36487)
H (1.67504, -1.92058, -1.25079)
H (1.53919, -3.24653, -1.72716)
O (-3.01693, -3.21125, -1.62326)
H (-2.47136, -3.91634, -1.27813)
H (-3.61617, -2.83181, -0.97802)
O (-2.41710, -2.07226, 2.48313)
H (-2.37546, -1.19174, 2.09578)
H (-1.60638, -2.47334, 2.12012)
O (-1.30164, -1.26320, -2.43936)
H (-0.63403, -1.95941, -2.50152)
H (-2.14943, -1.70475, -2.27414)

Properties
* SMILES: NCCCNCO.O.O.O.O.O.O.O.O.O
* energy above the lowest of the compared OMol25 structures with the same formula, charge and spin: 47.48 kcal per mole
* total charge: 0

Atomic partial charges in e from the natural (NBO) method, atoms 1 to 2:
1 N -0.8735
2 C -0.2222

***

Record 2
ORCA calculation (wB97M-V/def2-TZVPD) on 10 unconnected molecules or ions with the total composition C4H30N3O10 in a non-equilibrium geometry.

Positions of all 47 atoms, in Å:
N (-2.68011, -1.39599, -1.43555)
C (-2.08062, -0.58036, -2.54465)
C (-1.21080, 0.57601, -1.96949)
N (-0.19611, 0.07820, -1.07815)
C (-0.24443, 0.43480, 0.36758)
C (-0.42894, -0.94113, 1.01572)
N (0.66043, -1.48995, 1.60473)
O (-1.49215, -1.56487, 1.03046)
H (-3.55872, -0.98052, -1.11379)
H (-3.01035, -2.30730, -1.76981)
H (-2.03971, -1.69635, -0.67725)
H (-1.38667, -1.23196, -3.06222)
H (-2.89688, -0.28661, -3.22410)
H (-0.83287, 1.14364, -2.85047)
H (-1.95456, 1.22266, -1.48544)
H (0.74784, 0.07080, -1.44481)
H (0.59328, 0.99601, 0.76016)
H (-1.14694, 1.01848, 0.46986)
H (0.50832, -2.25921, 2.23698)
H (1.59931, -1.31609, 1.28934)
H (4.37038, -0.34909, 1.10598)
H (3.25991, 0.49255, 1.73565)
O (3.41545, -0.30272, 1.16519)
H (1.18341, 2.89021, -2.23366)
H (1.17849, 2.03888, -0.92736)
O (0.83791, 2.84094, -1.33430)
H (2.78332, -0.04561, -0.85846)
H (3.79883, 0.21818, -1.93226)
O (2.89535, 0.41649, -1.70028)
H (2.75125, -1.83446, -1.06250)
H (3.77576, -2.92645, -0.90735)
O (3.41046, -2.32428, -1.56598)
H (0.18547, 3.76737, 0.23442)
H (-0.12098, 4.44877, 1.62657)
O (0.10544, 3.60561, 1.19067)
H (-4.52891, 0.67096, 0.98024)
H (-3.15697, -0.01382, 1.22489)
O (-3.91562, 0.02591, 0.62802)
H (2.04604, 1.75599, 3.00494)
H (2.83233, 2.84803, 2.14565)
O (2.79286, 1.91798, 2.40977)
H (-0.78083, -3.35935, -0.14021)
H (-0.49083, -4.89068, 0.00331)
O (-1.15153, -4.24132, -0.27363)
H (-2.68878, 1.47849, 2.84878)
H (-1.88590, 0.36421, 3.62063)
O (-1.85157, 1.01695, 2.89216)

Properties
* energy above the lowest of the compared OMol25 structures with the same formula, charge and spin: 0.00 kcal per mole
* total charge: +1

Atomic partial charges in e from the natural (NBO) method, atoms 1 to 2:
1 N -0.7077
2 C -0.2276

***

Record 3
ORCA calculation (wB97M-V/def2-TZVPD) on a molecular structure, C4H30O11 in a non-equilibrium geometry.

Positions of all 45 atoms, in Å:
O (0.69082, -2.46156, -0.96224)
H (1.49981, -2.96659, -1.04417)
H (0.06989, -2.90793, -1.53793)
O (-0.70876, -0.94161, 0.35591)
H (-0.34480, -0.24413, 0.90116)
H (-0.27355, -0.83668, -0.49014)
O (-1.24105, -1.91828, 1.92841)
H (-0.67306, -2.19583, 2.64714)
H (-1.85048, -2.64669, 1.80912)
O (0.68073, -2.40338, 1.26391)
H (-0.18032, -1.98803, 1.31204)
H (0.97077, -2.25095, 0.36454)
O (0.97295, -0.32940, -1.14987)
H (1.08896, -1.27019, -1.01688)
H (0.39059, -0.26403, -1.90672)
O (0.35385, -0.11306, 2.01755)
H (-0.03724, -0.88005, 2.43591)
H (1.27517, -0.14265, 2.27546)
O (-2.41525, -0.39769, -0.88431)
H (-1.54376, -0.69547, -0.62340)
H (-2.53460, -0.74874, -1.76678)
O (-2.56289, -0.44126, 1.74677)
H (-1.76081, -0.90002, 1.99668)
H (-2.56378, -0.46339, 0.78983)
O (-0.68561, 1.11134, 3.05428)
H (-0.25439, 0.50829, 2.44879)
H (-0.44633, 0.79038, 3.92375)
C (0.29067, 1.72962, -2.31172)
C (-0.87810, 0.74162, -2.14030)
O (-0.53107, -0.57950, -2.53631)
H (1.25889, 1.39620, -1.93825)
H (0.07093, 2.58876, -1.67794)
H (0.55867, 2.05517, -3.31686)
H (-1.69677, 1.14058, -2.73922)
H (-1.18876, 0.54824, -1.11356)
H (-0.31407, -0.47770, -3.46590)
C (1.40235, 1.40529, 0.84829)
C (2.03154, 2.34700, -0.20607)
O (1.19563, 3.45538, -0.40705)
H (0.40952, 1.05491, 0.56614)
H (1.20350, 1.95435, 1.76866)
H (2.00415, 0.55902, 1.17960)
H (2.04540, 1.76949, -1.13040)
H (3.03388, 2.66532, 0.08042)
H (1.18678, 3.64388, -1.34832)

Properties
* energy above the lowest of the compared OMol25 structures with the same formula, charge and spin: 606.41 kcal per mole
* total charge: 0

Atomic partial charges in e from the natural (NBO) method, atoms 1 to 2:
1 O -0.8810
2 H 0.5094

***

Record 4
ORCA calculation (wB97M-V/def2-TZVPD) on 12 unconnected molecules or ions with the total composition C4H31N2O12S in a non-equilibrium geometry.

Positions of all 50 atoms, in Å:
C (-0.06013, 3.02104, -2.14755)
N (0.72605, 2.25465, -0.98685)
C (1.62251, 1.25039, -1.19964)
N (2.18654, 1.27795, -2.48070)
O (2.20941, 0.62044, -0.31207)
C (-1.27140, 2.41448, -2.85456)
C (-1.76261, 1.11242, -2.11289)
S (-0.61383, -0.25901, -2.18089)
H (-0.42033, 3.85719, -1.52147)
H (0.87812, 3.32267, -2.84958)
H (0.02176, 2.19411, -0.20163)
H (1.57781, 1.37922, -3.31438)
H (2.74770, 0.36801, -2.59784)
H (-2.00590, 3.12065, -2.96761)
H (-0.81115, 2.05634, -3.80007)
H (-1.98959, 1.25726, -1.02030)
H (-2.69965, 1.00935, -2.55945)
H (2.17193, -0.95022, -1.02548)
H (1.80503, -2.32477, -0.76848)
O (2.55292, -1.74639, -1.17396)
H (-2.97579, -1.87313, 1.10471)
H (-4.31731, -2.19065, 0.32254)
O (-3.89412, -1.98273, 1.18443)
H (-1.52148, -1.48612, 3.10786)
H (-2.22908, -3.02901, 3.00132)
O (-1.57023, -2.43326, 3.39501)
H (-0.67825, -2.23565, -0.40880)
H (-1.08181, -3.65603, -0.83205)
O (-0.57523, -3.17170, -0.08003)
H (3.18601, -1.69579, 1.01366)
H (2.87722, -1.66042, 2.51827)
O (3.57876, -1.98003, 1.89670)
H (-1.03406, 2.46728, 1.61812)
H (0.37160, 2.78934, 2.27900)
O (-0.22452, 3.09333, 1.52580)
H (-4.06023, 0.49713, 1.12845)
H (-2.66257, -0.27559, 0.92448)
O (-3.06371, 0.60320, 1.15464)
H (2.60315, 0.33173, 1.78005)
H (3.12383, 0.67154, 3.24218)
O (2.34797, 0.47521, 2.69003)
H (-0.80443, -0.86341, 1.23077)
H (-0.68211, -0.63268, -0.37665)
O (-1.33516, -0.95015, 0.43887)
H (3.00683, -1.64845, -2.92669)
H (1.72038, -2.28312, -3.44092)
O (2.63782, -2.11125, -3.69939)
H (-0.54444, 0.13775, 4.46110)
H (0.76667, -0.39106, 4.78615)
O (0.16910, 0.24789, 5.03583)

Properties
* energy above the lowest of the compared OMol25 structures with the same formula, charge and spin: 92.77 kcal per mole
* total charge: -1

Atomic partial charges in e from the natural (NBO) method, atoms 1 to 2:
1 C -0.2114
2 N -0.6465